Computed, not measured: a 8-piece molecular cluster, C27H53N5O11 overall in a non-equilibrium geometry, with wB97M-V/def2-TZVPD.

```
96
C27H53N5O11 wB97M-V/def2-TZVPD
C -1.25620 0.80217 0.13841
C 0.04512 0.01981 -0.20182
O -0.00550 -0.86872 -1.07603
N 1.15849 0.32775 0.39195
C 1.40090 1.12606 1.60881
H -1.29117 1.85542 -0.14005
H -1.44820 0.74736 1.20997
H -2.07132 0.18194 -0.23443
H 2.00680 -0.06421 0.00878
H 2.35497 1.64914 1.54376
H 1.48645 0.52717 2.51553
H 0.66294 1.90553 1.79840
C -2.00416 2.90209 -2.74030
C -3.20479 2.26772 -2.10429
O -3.61342 1.14887 -2.39739
N -3.88613 3.04325 -1.23353
C -5.06599 2.58237 -0.56643
H -2.26446 3.90425 -3.08090
H -1.63679 2.30939 -3.57806
H -1.14524 3.05933 -2.08790
H -3.55323 3.95977 -0.97036
H -5.75669 2.02521 -1.19936
H -5.66211 3.45548 -0.30102
H -4.83490 1.96990 0.30511
C 2.72813 -3.34090 -0.87909
C 2.15002 -3.66303 -2.23029
O 2.70232 -4.54052 -2.87083
N 1.12568 -2.94368 -2.69361
C 0.41245 -3.18308 -3.93058
H 2.75311 -4.25889 -0.29190
H 2.05096 -2.63662 -0.39585
H 3.72802 -2.91481 -0.96139
H 0.73229 -2.31946 -2.00389
H -0.50625 -3.76249 -3.83898
H 1.10671 -3.68366 -4.60552
H 0.08413 -2.26881 -4.42498
C 0.11831 1.44422 5.56020
C -0.14694 2.77776 4.89380
O -0.87956 2.79061 3.91917
N 0.42072 3.84618 5.39975
C 0.34791 5.18782 4.87869
H 0.27788 0.60429 4.88407
H -0.79665 1.21640 6.10705
H 0.90529 1.52332 6.31020
H 0.90811 3.84892 6.28436
H 0.64371 5.23266 3.83055
H 0.90193 5.87545 5.51770
H -0.68900 5.52137 4.91938
C 5.88670 -0.60568 0.15976
C 4.68685 0.01326 -0.38632
O 3.54992 -0.50317 -0.32347
N 4.88705 1.23349 -0.89663
C 3.78898 2.15402 -1.21326
H 6.82491 -0.05266 0.11490
H 6.10126 -1.54083 -0.35750
H 5.54620 -0.87463 1.15968
H 5.82808 1.58473 -1.00247
H 3.92657 3.05665 -0.61789
H 2.77096 1.77077 -1.14355
H 3.90616 2.49585 -2.24162
O -3.61578 -2.79469 1.93063
C -4.43976 -2.39754 1.13800
O -4.53637 -2.84943 -0.17432
C -5.47807 -2.08389 -0.92784
C -5.55606 -0.79696 -0.14770
C -5.42621 -1.33471 1.27709
H -6.36964 -2.70219 -1.03230
H -5.05095 -1.99596 -1.92680
H -6.51398 -0.33671 -0.38990
H -4.69913 -0.17511 -0.40669
H -6.34463 -1.78200 1.65727
H -5.08229 -0.58242 1.98694
O 3.11137 -1.04612 -5.84284
C 2.40248 -0.22542 -5.32558
O 1.56892 0.48681 -6.03972
C 0.81902 1.45759 -5.23858
C 1.01295 0.90301 -3.83091
C 2.28855 0.07770 -3.86126
H -0.22346 1.46547 -5.55683
H 1.20859 2.46323 -5.39678
H 0.12726 0.32004 -3.57833
H 1.12043 1.73178 -3.13113
H 2.22239 -0.81113 -3.23379
H 3.22124 0.57237 -3.59017
O 2.56904 -4.41636 2.36132
C 1.54544 -3.90504 2.74711
O 0.50509 -4.64869 2.98660
C -0.59199 -3.85554 3.47207
C -0.25921 -2.36898 3.08786
C 1.27421 -2.42732 3.04313
H -0.61863 -3.89506 4.56103
H -1.53923 -4.16114 3.02770
H -0.65017 -1.68422 3.84043
H -0.67514 -2.14457 2.10566
H 1.83284 -2.17221 3.94365
H 1.64265 -1.80650 2.22647
```

The spin multiplicity is 2. As for the energy: -2161.8021 hartree. As for the expectation value of S²: 0.7835. For the energy relative to the best compared isomer or geometry (same formula, charge and spin), the calculation gives 0.0 kcal per mole. The HOMO energy (spin up / spin down) comes out at -0.4333 / -0.4333 hartree. The orbital gap (spin up / spin down) is 9.92 / 4.24 eV. The charge is +1. As for the LUMO energy (spin up / spin down): -1.87 / -7.55 eV.

Mulliken charges in e: C -1.40; C 0.47; O -1.13; N 1.34; C -1.15; H 0.37; H 0.47; H 0.19; H -0.40; H 0.27; H 0.20; H 0.52; C -1.01; C 0.62; O -0.63; N -0.10; C -0.85; H 0.50; H 0.08; H 0.31; H 0.25; H 0.29; H 0.43; H 0.22; C -0.23; C 0.86; O -0.41; N 0.46; C -0.87; H 0.52; H -0.37; H 0.08; H 0.32; H 0.35; H 0.41; H 0.29; C -0.58; C 0.68; O -0.65; N -0.22; C -0.83; H -0.14; H 0.32; H 0.36; H 0.26; H 0.24; H 0.32; H 0.29; C -1.31; C 0.67; O -0.69; N -0.13; C -0.83; H 0.44; H 0.31; H 0.25; H 0.23; H 0.38; H 0.09; H 0.39; O -0.60; C 0.56; O -0.40; C -0.62; C 0.55; C -0.50; H 0.29; H 0.30; H 0.40; H -0.58; H 0.33; H 0.25; O -0.61; C 0.32; O -0.39; C -0.52; C 0.11; C 0.69; H 0.35; H 0.26; H 0.10; H 0.16; H -0.60; H 0.11; O -0.65; C 0.39; O -0.35; C -0.61; C 0.02; C 0.52; H 0.28; H 0.39; H 0.32; H -0.11; H 0.30; H -0.53